Formula: C26H31N3O4
Source: the OMol25 dataset
Level of theory: ωB97M-V/def2-TZVPD

Each line ends with the Löwdin charge.
Geometry (Å):
1 O -0.70152 -2.36747 -2.14850  0.122
2 C -0.00987 -2.64700 -1.19494  -0.489
3 N -0.50815 -2.53880 0.09725  0.169
4 N -1.50154 -1.85708 0.25991  0.169
5 C -1.96337 -1.69783 1.55927  -0.490
6 O -1.43128 -2.27637 2.47859  0.127
7 O -3.02142 -0.86341 1.72814  0.044
8 C -3.38429 -0.81148 3.08521  -0.150
9 C -4.53397 0.12112 3.28795  -0.196
10 C -5.77041 -0.32006 3.72935  -0.035
11 C -6.83244 0.55496 3.80729  -0.083
12 C -6.66808 1.87221 3.43895  -0.090
13 C -5.44843 2.31410 2.97504  -0.075
14 C -4.38870 1.43939 2.89779  -0.033
15 O 1.27819 -3.06122 -1.31206  0.047
16 C 1.65473 -3.10616 -2.66573  -0.150
17 C 3.09781 -3.47342 -2.79937  -0.198
18 C 4.03093 -2.61312 -3.35503  -0.035
19 C 5.36631 -2.95352 -3.37070  -0.083
20 C 5.77929 -4.15025 -2.82667  -0.091
21 C 4.86213 -5.00041 -2.24985  -0.077
22 C 3.52842 -4.65957 -2.23546  -0.035
23 H -2.50645 -0.48379 3.65671  0.144
24 H -3.62713 -1.83074 3.40847  0.137
25 H -5.90651 -1.35877 3.97865  0.112
26 H -7.79713 0.20219 4.13705  0.104
27 H -7.50004 2.55318 3.49258  0.102
28 H -5.32605 3.33493 2.65202  0.105
29 H -3.44532 1.75678 2.48829  0.107
30 H 1.01310 -3.84482 -3.16247  0.145
31 H 1.44129 -2.12751 -3.11272  0.132
32 H 3.71136 -1.66149 -3.74436  0.111
33 H 6.09066 -2.27244 -3.78917  0.104
34 H 6.82387 -4.41068 -2.82974  0.102
35 H 5.18583 -5.91933 -1.78918  0.105
36 H 2.80771 -5.28887 -1.74211  0.119
37 C -1.32095 1.86621 -0.37816  -0.061
38 C -0.06974 2.06375 -0.83458  -0.253
39 N 1.06388 2.35883 -0.03845  -0.087
40 C 1.18691 1.69493 1.28578  -0.159
41 C 2.26087 2.31825 2.18257  -0.184
42 C 3.59193 2.44587 1.43234  -0.213
43 C 3.40567 3.27019 0.15443  -0.187
44 C 2.33868 2.63631 -0.74176  -0.176
45 C -0.01367 1.80937 -2.32056  -0.140
46 C -1.47284 1.70456 -2.79079  -0.166
47 C -2.25044 1.46279 -1.48514  -0.199
48 H -1.62110 2.01971 0.64335  0.082
49 H 1.40343 0.63816 1.10238  0.119
50 H 0.21383 1.72694 1.78555  0.103
51 H 2.38937 1.72018 3.09513  0.111
52 H 1.93108 3.31005 2.51662  0.114
53 H 4.37159 2.88112 2.07301  0.107
54 H 3.95271 1.44467 1.16320  0.111
55 H 3.10645 4.29385 0.41495  0.114
56 H 4.35491 3.36314 -0.39286  0.111
57 H 2.69944 1.69289 -1.16342  0.117
58 H 2.12490 3.30091 -1.58611  0.112
59 H 0.53506 2.59894 -2.84536  0.103
60 H 0.52051 0.86777 -2.49400  0.111
61 H -1.61718 0.90004 -3.52253  0.107
62 H -1.79381 2.64201 -3.26207  0.107
63 H -2.49401 0.39840 -1.37950  0.092
64 H -3.19701 2.01691 -1.44447  0.104

Atomic forces in eV per Å
O 0.5 -0.4 0.3
C -0.5 0.8 -3.3
N 1.3 -1.2 3.7
N -0.9 1.8 -3.9
C 0.3 -0.9 3.4
O -0.5 0.4 -0.2
O 1.5 -0.9 -2.1
C -0.2 -0.2 1.6
C 0.0 -0.2 -0.6
C 0.3 -0.2 0.0
C -0.3 -0.1 0.2
C -0.3 0.2 0.0
C 0.2 0.3 -0.1
C 0.2 0.0 0.0
O -1.7 0.4 2.0
C 0.1 0.1 -1.6
C -0.1 0.2 0.6
C -0.4 0.1 0.0
C 0.2 0.2 -0.2
C 0.4 0.0 0.0
C 0.0 -0.3 0.2
C -0.1 -0.1 0.1
H -0.2 -0.1 0.0
H 0.0 0.2 0.1
H 0.0 -0.2 0.1
H -0.1 0.0 0.1
H -0.2 0.1 0.0
H 0.0 0.2 0.0
H 0.2 0.2 0.0
H 0.1 0.2 -0.1
H 0.1 -0.2 -0.1
H -0.1 0.2 -0.1
H 0.1 0.1 -0.1
H 0.2 0.0 0.0
H 0.1 -0.2 0.0
H -0.1 -0.2 0.1
C 0.7 0.4 -0.6
C -0.2 -0.1 1.1
N 0.2 0.6 0.0
C -0.3 0.2 -0.7
C 0.1 0.1 -0.2
C 0.1 0.0 0.0
C -0.1 -0.1 0.2
C -0.7 -0.2 0.1
C 0.7 0.2 -0.4
C 0.1 0.1 0.3
C -0.7 -0.3 0.3
H -0.2 -0.1 0.2
H 0.2 -0.3 0.2
H 0.2 0.1 -0.1
H -0.1 0.0 -0.3
H 0.0 -0.1 -0.1
H -0.2 0.0 -0.1
H -0.1 0.0 0.0
H -0.1 -0.2 0.0
H -0.3 -0.2 0.0
H 0.4 -0.1 -0.1
H 0.0 -0.1 0.2
H 0.0 -0.2 0.0
H 0.1 0.0 -0.1
H 0.0 0.2 0.2
H 0.1 -0.2 0.1
H -0.1 0.1 -0.1
H 0.1 -0.1 -0.1

Properties
- E_LUMO (eV) = -1.55
- total charge = 0
- largest force on an atom (eV/Å) = 4.365
- HOMO-LUMO gap (eV) = 5.68
- HOMO (eV) = -7.228
- ΔE to the lowest compared entry with this formula, charge and spin (kJ/mol) = 510.9
- SMILES string = O=C(/N=N/C(=O)OCc1ccccc1)OCc1ccccc1.C1=C(N2CCCCC2)CCC1
- molecular weight (g/mol) = 449.55